A molecular structure, C5H10O in a non-equilibrium geometry, computed with ωB97M-V/def2-TZVPD.

Results
Energy relative to the best compared isomer or geometry (same formula, charge and spin) in eV: 5.072
HOMO-LUMO gap in eV: 8.58
Energy in eV: -7389.6936

```
! wB97M-V def2-TZVPD RIJCOSX def2/J DEFGRID3
* xyz 0 1
C 1.47 1.08 0.80
C 0.05 0.56 0.70
O -0.53 0.74 -0.63
C -0.31 -0.82 0.34
C -1.99 0.31 -0.74
C 0.69 -1.63 -0.41
H 1.49 2.17 0.77
H 2.10 0.70 -0.01
H 1.90 0.76 1.76
H -0.58 1.02 1.47
H -2.54 0.71 0.11
H -2.29 0.82 -1.65
H -2.27 -0.75 -0.84
H 1.09 -2.29 0.37
H 1.53 -1.10 -0.88
H 0.21 -2.28 -1.15
*
```